The following is a quantum chemistry calculation of a single C16H11Cl2N7O molecule at a distorted geometry, from the Open Molecules 2025 dataset.

Geometry as XYZ:
```
37
Properties=species:S:1:pos:R:3:lowdin_charge:R:1
O 1.059 1.018 -1.082 0.09
C 1.504 -0.079 -0.820 -0.42
N 1.273 -0.767 0.325 0.13
C 0.480 -0.327 1.374 -0.21
C 0.194 -1.030 2.560 -0.09
N -0.596 -0.318 3.339 0.08
N -0.822 0.823 2.701 -0.18
C -1.695 1.817 3.261 -0.08
C -2.971 1.960 2.467 -0.20
C -3.533 3.208 2.235 -0.04
C -4.706 3.327 1.512 -0.10
C -5.327 2.197 1.003 -0.69
Cl -6.783 2.352 0.097 0.68
C -4.767 0.942 1.229 -0.68
Cl -5.522 -0.473 0.605 0.69
C -3.598 0.828 1.962 -0.05
C -0.201 0.870 1.503 0.01
C 2.388 -0.860 -1.723 -0.24
N 2.881 -2.060 -1.355 0.18
C 3.606 -2.443 -2.385 -0.33
N 4.318 -3.540 -2.570 0.15
C 4.947 -3.659 -3.710 -0.12
C 4.904 -2.695 -4.736 -0.03
C 4.165 -1.559 -4.541 0.00
N 3.524 -1.438 -3.371 -0.04
N 2.756 -0.457 -2.931 0.18
H 1.714 -1.674 0.411 0.13
H 0.531 -2.002 2.859 0.10
H -1.176 2.780 3.309 0.13
H -1.923 1.487 4.280 0.14
H -3.055 4.095 2.622 0.11
H -5.144 4.296 1.333 0.11
H -3.177 -0.149 2.138 0.12
H -0.272 1.704 0.839 0.12
H 5.522 -4.566 -3.832 0.11
H 5.441 -2.848 -5.656 0.10
H 4.060 -0.755 -5.254 0.14
```

Output
Spin multiplicity = 1
LUMO = -0.41 eV
Energy relative to the best compared isomer or geometry (same formula, charge and spin) = 0.0 kcal/mol
SMILES string = O=C(Nc1cnn(Cc2ccc(Cl)c(Cl)c2)c1)c1nc2ncccn2n1
HOMO energy = -0.30952 Ha